[1]
This record from the Open Molecules 2025 dataset describes a cluster of 2 separate species, CH5ClNOS2 in total in a non-equilibrium geometry. The level of theory is the ωB97M-V functional and the def2-TZVPD basis.

```
11
Properties=species:S:1:pos:R:3:lowdin_charge:R:1
C 0.18 0.28 -2.44 -0.767
N -1.07 0.39 -2.87 0.175
O 1.13 0.50 -3.24 0.173
S 2.31 -0.11 2.31 0.381
S 0.35 -0.50 -0.91 0.699
Cl 2.32 -0.94 -0.87 0.283
H 3.55 0.39 2.36 -0.217
H -1.14 0.81 -3.93 0.248
H -1.88 0.34 -2.33 0.102
H 1.88 0.11 -2.91 0.026
H 2.55 -1.06 3.40 -0.103
```

Computed properties:
charge	+1
LUMO	-5.1778	eV
orbital gap	7.42	eV
ΔE to the lowest compared entry with this formula, charge and spin	55.9	kJ/mol

***

[2]
This record from the Open Molecules 2025 dataset describes a structure of composition C24H12ClF21NO7Pd. The level of theory is the ωB97M-V functional and the def2-TZVPD basis.

```
67
Properties=species:S:1:pos:R:3:mulliken_spin:R:1
Pd -1.50 0.15 -1.13 1.559
C 0.69 0.03 5.58 -0.006
C 0.55 -0.23 4.12 0.144
C 1.62 -0.66 3.34 -0.048
C 1.47 -0.85 1.99 0.230
C 0.23 -0.59 1.34 0.004
N 0.17 -0.56 0.01 0.738
C 1.27 -0.73 -0.85 -0.048
C 2.40 0.07 -0.72 0.115
C 3.44 -0.04 -1.63 -0.030
C 3.37 -0.94 -2.68 0.048
C 4.47 -1.05 -3.70 -0.003
C 2.23 -1.74 -2.81 -0.019
C 1.17 -1.64 -1.92 0.007
C -0.09 -2.49 -2.05 0.000
O -1.25 -1.82 -1.74 0.467
C 0.05 -3.72 -1.08 0.000
F -0.93 -4.60 -1.24 0.001
F 1.22 -4.37 -1.26 0.001
F 0.03 -3.32 0.20 0.006
C -0.30 -3.05 -3.49 0.047
F 0.57 -4.04 -3.79 0.004
F -1.52 -3.56 -3.62 -0.002
F -0.16 -2.11 -4.42 0.000
C -0.92 -0.33 2.17 0.141
C -0.70 -0.11 3.51 -0.064
C -2.38 -0.53 1.67 0.020
O -2.52 -0.85 0.36 0.307
C -2.87 -1.82 2.41 0.042
F -4.00 -2.31 1.89 0.000
F -3.09 -1.64 3.74 0.004
F -1.94 -2.79 2.30 0.000
C -3.35 0.66 2.04 0.013
F -2.89 1.46 3.03 -0.001
F -4.55 0.20 2.47 0.000
F -3.61 1.43 0.99 0.002
H 1.73 0.02 5.89 0.000
H 0.26 1.00 5.85 0.010
H 0.16 -0.73 6.16 0.015
H 2.59 -0.83 3.80 0.005
H 2.31 -1.17 1.39 -0.008
H 2.44 0.80 0.07 -0.011
H 4.30 0.61 -1.53 0.000
H 5.32 -0.43 -3.42 0.000
H 4.82 -2.08 -3.79 0.003
H 4.12 -0.74 -4.68 0.004
H 2.18 -2.44 -3.63 0.000
H -1.54 0.13 4.14 0.002
O -2.96 0.01 -3.53 0.011
Cl -1.99 1.05 -3.72 0.000
O -2.22 1.79 -4.91 0.007
O -0.66 0.48 -3.69 0.019
O -2.10 1.92 -2.54 0.070
F 0.76 4.48 1.71 0.002
C 0.39 3.22 1.43 0.005
F -0.18 2.73 2.53 -0.001
F 1.52 2.50 1.24 -0.001
C -0.56 3.05 0.19 0.015
O -1.03 1.80 0.23 0.162
C -1.72 4.09 0.32 0.002
F -1.30 5.36 0.13 0.001
F -2.68 3.85 -0.56 0.000
F -2.27 4.04 1.54 0.000
C 0.27 3.41 -1.11 -0.002
F 0.76 2.30 -1.65 0.003
F 1.33 4.22 -0.86 0.000
F -0.46 4.04 -2.04 0.001
```

Computed properties:
spin multiplicity	5
charge	-1
LUMO (spin up / spin down)	2.3537 / -0.2002	eV
orbital gap (spin up / spin down)	8.50 / 6.73	eV
expectation value of S²	6.063
ΔE to the lowest compared entry with this formula, charge and spin	43.5	kJ/mol

***

[3]
This record from the Open Molecules 2025 dataset describes a cluster of 12 separate species, C44H89N2O24PS8 in total in a non-equilibrium geometry. The level of theory is the ωB97M-V functional and the def2-TZVPD basis.

```
168
Properties=species:S:1:pos:R:3:lowdin_charge:R:1
N 4.04 -1.13 -0.84 0.280
H 4.30 -0.41 -0.16 0.130
H 3.01 -1.25 -0.77 0.073
H 4.53 -2.01 -0.65 0.099
H 4.29 -0.95 -1.84 0.074
N -3.32 -2.14 3.74 0.248
H -4.22 -1.97 3.30 0.141
H -2.61 -1.41 3.52 0.062
H -2.94 -2.93 3.17 0.104
H -3.39 -2.39 4.73 0.133
C -0.21 0.08 0.97 -0.009
C -1.32 -0.66 1.41 -0.350
C -1.42 -2.13 0.94 -0.358
O -2.26 -2.86 1.49 -0.010
C -0.50 -2.59 -0.02 -0.022
C 0.57 -1.82 -0.52 -0.378
C 0.74 -0.40 0.04 -0.355
O 1.64 0.35 -0.38 -0.019
O 1.33 -2.32 -1.38 -0.026
O -2.13 -0.22 2.27 -0.065
H -0.15 1.07 1.40 0.094
H -0.72 -3.55 -0.46 0.085
C 2.36 -6.20 -2.28 -0.194
C 1.19 -5.79 -1.36 -0.210
C 1.76 -5.47 0.03 -0.170
S 3.52 -5.06 -0.26 0.686
O 4.29 -6.19 0.15 -0.301
O 3.82 -3.72 0.19 -0.344
C 3.41 -5.15 -2.04 -0.250
H 2.05 -6.08 -3.33 0.102
H 2.66 -7.24 -2.14 0.125
H 0.43 -6.57 -1.35 0.098
H 0.68 -4.92 -1.76 0.083
H 1.75 -6.33 0.69 0.109
H 1.35 -4.55 0.43 0.075
H 4.42 -5.33 -2.40 0.118
H 3.14 -4.17 -2.45 0.072
C -3.04 0.87 -1.78 -0.233
C -2.44 -0.47 -2.17 -0.185
C -3.62 -1.45 -2.31 -0.202
S -5.09 -0.47 -2.69 0.670
O -5.97 -0.56 -1.56 -0.316
O -5.53 -0.73 -4.03 -0.317
C -4.26 1.13 -2.62 -0.221
H -2.34 1.69 -1.97 0.106
H -3.24 0.89 -0.71 0.100
H -1.72 -0.83 -1.44 0.084
H -1.94 -0.40 -3.14 0.119
H -3.85 -2.01 -1.40 0.101
H -3.33 -2.06 -3.16 0.077
H -4.88 1.97 -2.34 0.111
H -4.00 1.33 -3.67 0.107
C 2.56 -1.11 3.30 -0.203
C 2.24 -2.56 2.96 -0.211
C 1.83 -3.16 4.29 -0.202
S 0.69 -1.94 4.96 0.680
O 0.85 -1.82 6.37 -0.307
O -0.61 -2.22 4.39 -0.321
C 1.37 -0.56 4.06 -0.228
H 2.83 -0.46 2.47 0.108
H 3.48 -1.08 3.91 0.125
H 3.11 -3.05 2.51 0.103
H 1.43 -2.60 2.22 0.108
H 2.69 -3.15 4.96 0.112
H 1.35 -4.13 4.30 0.112
H 1.63 0.27 4.72 0.100
H 0.59 -0.17 3.41 0.064
C 1.60 -3.55 -5.00 -0.203
C 1.07 -2.16 -5.42 -0.185
C 1.94 -1.10 -4.76 -0.210
S 3.61 -1.76 -4.79 0.680
O 4.25 -1.62 -3.51 -0.332
O 4.30 -1.35 -5.96 -0.284
C 3.13 -3.48 -5.03 -0.211
H 1.25 -4.33 -5.67 0.112
H 1.32 -3.77 -3.96 0.093
H 0.07 -2.04 -5.02 0.104
H 1.17 -2.05 -6.50 0.125
H 1.71 -0.96 -3.70 0.100
H 1.96 -0.12 -5.24 0.096
H 3.66 -4.08 -4.29 0.071
H 3.46 -3.71 -6.04 0.110
C 1.64 2.86 3.12 -0.229
C 1.23 4.25 3.61 -0.208
C 2.08 5.30 2.89 -0.198
S 3.03 4.44 1.60 0.661
O 4.35 4.17 2.08 -0.305
O 2.86 5.11 0.34 -0.334
C 2.02 2.93 1.67 -0.213
H 0.85 2.15 3.35 0.075
H 2.54 2.62 3.70 0.126
H 1.22 4.27 4.70 0.111
H 0.21 4.52 3.32 0.088
H 2.63 5.99 3.53 0.110
H 1.45 5.94 2.28 0.079
H 2.64 2.11 1.32 0.095
H 1.20 3.07 0.97 0.073
C 2.84 3.99 -3.69 -0.199
C 4.19 4.67 -3.85 -0.214
C 5.24 3.81 -3.17 -0.219
S 4.78 2.17 -3.69 0.657
O 5.11 1.21 -2.67 -0.340
O 5.13 1.93 -5.06 -0.295
C 3.01 2.46 -3.63 -0.206
H 2.21 4.21 -4.56 0.115
H 2.29 4.31 -2.82 0.096
H 4.21 5.69 -3.48 0.118
H 4.44 4.70 -4.92 0.118
H 5.15 3.80 -2.09 0.110
H 6.27 3.98 -3.47 0.113
H 2.62 2.07 -2.69 0.097
H 2.61 1.90 -4.47 0.083
C -1.31 -5.63 -4.34 -0.211
C -2.03 -4.39 -3.76 -0.202
C -2.58 -4.78 -2.39 -0.212
S -2.82 -6.55 -2.36 0.661
O -4.22 -6.84 -2.28 -0.306
O -1.92 -7.15 -1.41 -0.314
C -2.21 -6.81 -4.01 -0.238
H -0.35 -5.75 -3.82 0.089
H -1.05 -5.62 -5.40 0.115
H -2.78 -4.12 -4.50 0.123
H -1.34 -3.55 -3.70 0.096
H -3.48 -4.30 -2.04 0.098
H -1.79 -4.60 -1.67 0.074
H -3.10 -6.78 -4.65 0.113
H -1.84 -7.82 -4.18 0.114
C -1.44 1.88 4.78 -0.222
C -0.68 1.97 6.10 -0.214
C -1.56 2.73 7.07 -0.212
S -3.26 2.29 6.62 0.658
O -3.90 3.49 6.13 -0.320
O -3.90 1.52 7.63 -0.312
C -2.78 1.29 5.20 -0.231
H -1.05 1.17 4.06 0.077
H -1.57 2.87 4.33 0.119
H 0.34 2.36 6.02 0.106
H -0.55 0.98 6.57 0.117
H -1.52 3.81 6.95 0.103
H -1.42 2.52 8.13 0.106
H -3.63 1.20 4.53 0.104
H -2.60 0.31 5.65 0.101
C -4.67 1.86 1.40 -0.066
C -3.91 3.11 1.69 -0.247
O -4.47 4.17 0.89 -0.155
P -3.73 5.55 0.70 0.338
O -4.39 6.43 -0.25 -0.203
O -3.59 6.10 2.17 -0.154
C -2.75 7.26 2.39 -0.244
C -1.32 6.90 2.60 -0.085
O -2.26 5.10 0.36 -0.205
C -1.90 4.69 -0.97 -0.248
C -0.58 3.97 -0.80 -0.067
H -4.90 1.84 0.33 0.065
H -4.23 0.89 1.65 0.057
H -5.62 1.83 1.94 0.086
H -3.89 3.44 2.74 0.116
H -2.85 2.91 1.46 0.111
H -2.87 7.96 1.56 0.121
H -3.13 7.77 3.27 0.122
H -0.69 7.79 2.69 0.089
H -1.16 6.27 3.48 0.074
H -0.95 6.30 1.77 0.058
H -2.64 4.04 -1.45 0.111
H -1.83 5.53 -1.65 0.127
H 0.18 4.66 -0.44 0.070
H -0.69 3.06 -0.20 0.064
H -0.24 3.65 -1.79 0.082
```

Computed properties:
LUMO	-0.4781	eV
orbital gap	7.50	eV
ΔE to the lowest compared entry with this formula, charge and spin	0.0	kJ/mol

***

[4]
This record from the Open Molecules 2025 dataset describes a cluster of 2 separate species, C4H9FO2 in total in a non-equilibrium geometry. The level of theory is the ωB97M-V functional and the def2-TZVPD basis.

```
16
Properties=species:S:1:pos:R:3:lowdin_charge:R:1
C -1.59 0.79 -0.51 0.082
C -0.69 0.17 0.29 -0.303
F -0.97 -0.74 1.24 0.062
C 0.83 0.64 0.22 -0.393
C 1.22 0.98 1.73 -0.030
O 1.59 -0.27 -0.47 -0.009
H -2.55 0.37 -0.64 0.058
H -1.15 1.67 -0.97 0.062
H 0.95 1.55 -0.44 0.150
H 2.24 1.23 1.78 0.050
H 0.56 1.87 1.99 0.105
H 0.97 0.14 2.43 0.090
H 1.97 -0.78 0.25 0.094
O -1.39 -2.71 -2.11 -0.114
H -0.76 -3.15 -2.78 0.084
H -1.24 -1.75 -2.01 0.014
```

Computed properties:
LUMO	0.7381	eV
orbital gap	10.57	eV
SMILES	C=C(F)[C@@H](C)O.O
ΔE to the lowest compared entry with this formula, charge and spin	132.4	kJ/mol

***

[5]
This record from the Open Molecules 2025 dataset describes a cluster of 2 separate species, C3H8O3 in total in a non-equilibrium geometry. The level of theory is the ωB97M-V functional and the def2-TZVPD basis.

```
14
Properties=species:S:1:pos:R:3:lowdin_charge:R:1
O 1.04 1.01 -1.30 0.061
C 0.17 0.17 -1.37 -0.243
C 0.31 -1.22 -0.72 -0.143
C -0.92 -1.62 0.10 -0.226
O -1.06 -0.61 1.14 -0.069
H -0.87 0.26 -1.62 0.113
H 0.37 -1.89 -1.53 0.096
H 1.26 -1.21 -0.14 0.134
H -1.88 -1.53 -0.43 0.129
H -0.83 -2.58 0.50 0.091
H -0.24 -0.65 1.59 0.061
O 1.05 2.96 1.38 -0.060
H 0.25 3.07 0.86 0.035
H 1.37 3.84 1.54 0.022
```

Computed properties:
LUMO	0.9191	eV
orbital gap	10.78	eV
SMILES	O=CCCO.O
ΔE to the lowest compared entry with this formula, charge and spin	176.1	kJ/mol

***

[6]
This record from the Open Molecules 2025 dataset describes the ion C4H11N2O with charge +1 in a non-equilibrium geometry. The level of theory is the ωB97M-V functional and the def2-TZVPD basis.

```
18
Properties=species:S:1:pos:R:3:lowdin_charge:R:1
N 0.31 -0.06 1.57 0.092
C 0.41 0.70 0.33 -0.336
C -0.76 0.99 -0.40 0.152
C -1.75 -0.01 -0.82 -0.199
O -2.15 -0.92 0.17 -0.023
C 1.28 -0.25 -0.67 -0.203
N 2.57 -0.30 -0.19 0.092
H -3.00 -0.66 0.55 0.122
H 0.25 0.57 2.36 0.099
H -0.52 -0.64 1.56 0.076
H 0.97 1.61 0.53 0.156
H -1.22 -0.64 -1.57 0.164
H -0.92 2.00 -0.76 0.154
H -2.60 0.43 -1.36 0.146
H 1.22 0.08 -1.70 0.138
H 0.73 -1.21 -0.60 0.141
H 2.72 -0.83 0.66 0.111
H 3.35 -0.25 -0.83 0.119
```

Computed properties:
charge	+1
LUMO	-6.5500	eV
orbital gap	7.05	eV
ΔE to the lowest compared entry with this formula, charge and spin	411.4	kJ/mol

***

[7]
This record from the Open Molecules 2025 dataset describes the molecule C7H8Cl2O in a non-equilibrium geometry. The level of theory is the ωB97M-V functional and the def2-TZVPD basis.

```
18
Properties=species:S:1:pos:R:3:lowdin_charge:R:1
C -0.97 -2.11 -1.14 -0.099
C -0.72 -0.68 -0.89 -0.401
C -1.34 -0.25 0.34 -0.106
C -0.89 0.71 1.14 -0.109
C 0.34 1.50 1.15 -0.131
C 1.63 1.21 1.21 -0.793
O 2.54 2.06 1.63 -0.036
Cl 2.32 -0.39 0.98 0.700
C -0.07 0.11 -1.79 -0.593
Cl 0.61 -0.41 -3.19 0.713
H -0.54 -2.46 -2.13 0.061
H -2.06 -2.37 -0.97 0.101
H -0.51 -2.78 -0.35 0.103
H -2.34 -0.58 0.51 0.101
H -1.71 1.05 1.84 0.124
H 0.29 2.68 1.34 0.173
H 3.39 1.60 1.97 0.142
H 0.04 1.13 -1.67 0.050
```

Computed properties:
LUMO	0.5255	eV
orbital gap	8.58	eV
SMILES	CC(/C=C\C=C(\O)Cl)=C\Cl
ΔE to the lowest compared entry with this formula, charge and spin	238.9	kJ/mol

***

[8]
This record from the Open Molecules 2025 dataset describes a structure of composition C35H37IrN3OP2S2. The level of theory is the ωB97M-V functional and the def2-TZVPD basis.

```
81
Properties=species:S:1:pos:R:3:mulliken_spin:R:1
Ir 0.21 -0.61 0.53 1.837
C 1.58 -3.51 3.97 -0.010
C 1.41 -2.47 2.89 0.132
S -0.08 -2.38 2.13 0.569
C 2.47 -1.61 2.57 0.241
C 3.78 -1.75 3.30 -0.012
S 2.43 -0.39 1.36 0.391
H 0.70 -4.15 4.02 -0.002
H 1.71 -3.03 4.95 0.007
H 2.46 -4.12 3.79 0.005
H 4.30 -2.65 2.97 0.021
H 3.62 -1.85 4.38 0.008
H 4.43 -0.89 3.12 0.004
N -1.81 1.91 -0.10 0.010
P -1.27 1.06 1.25 0.278
C -0.64 2.36 2.35 -0.045
C -1.51 3.06 3.18 0.004
C -1.04 4.11 3.95 0.001
C 0.30 4.47 3.89 0.002
C 1.18 3.77 3.08 -0.005
C 0.71 2.71 2.31 0.007
C -2.74 0.42 2.09 0.026
C -4.01 0.58 1.56 0.011
C -5.10 0.04 2.22 -0.001
C -4.92 -0.64 3.42 0.010
C -3.65 -0.79 3.96 -0.003
C -2.56 -0.26 3.29 0.055
P -1.79 1.08 -1.61 -0.018
C -2.84 2.20 -2.59 0.028
C -4.17 1.83 -2.79 0.006
C -5.03 2.66 -3.48 0.000
C -4.57 3.87 -3.99 0.001
C -3.24 4.24 -3.80 0.000
C -2.38 3.41 -3.10 0.003
C -0.12 1.44 -2.26 0.055
C 0.21 0.92 -3.51 0.016
C 1.50 1.07 -4.02 0.013
C 2.48 1.70 -3.26 0.000
C 2.16 2.20 -2.01 -0.004
C 0.87 2.08 -1.51 -0.081
H -1.92 2.91 -0.05 0.001
H -2.56 2.78 3.23 0.004
H -1.72 4.66 4.59 0.000
H 0.67 5.29 4.50 0.000
H 2.23 4.03 3.05 0.000
H 1.40 2.15 1.69 0.021
H -4.14 1.11 0.63 0.003
H -6.10 0.16 1.81 -0.001
H -5.78 -1.06 3.93 0.001
H -3.51 -1.32 4.89 -0.001
H -1.56 -0.37 3.71 0.013
H -4.52 0.88 -2.41 0.001
H -6.06 2.37 -3.64 0.000
H -5.24 4.52 -4.53 0.000
H -2.88 5.18 -4.20 0.000
H -1.34 3.70 -2.97 0.001
H -0.54 0.41 -4.10 0.001
H 1.73 0.69 -5.01 0.000
H 3.48 1.81 -3.66 0.000
H 2.92 2.71 -1.42 0.000
H 0.62 2.51 -0.55 0.015
N -1.26 -2.55 -1.25 0.036
C -0.04 -1.90 -1.11 0.243
N 0.86 -2.28 -1.96 0.050
C 0.73 -3.42 -2.88 0.003
C 1.69 -4.53 -2.42 0.002
C 3.12 -4.02 -2.30 0.002
C 3.19 -2.76 -1.43 0.016
C 2.22 -1.71 -1.94 0.085
H 1.00 -3.06 -3.87 0.001
H -0.30 -3.76 -2.89 0.001
H 1.63 -5.35 -3.13 -0.001
H 1.34 -4.90 -1.45 0.002
H 3.50 -3.78 -3.30 -0.001
H 3.76 -4.80 -1.89 0.000
H 4.20 -2.34 -1.43 -0.001
H 2.94 -3.00 -0.39 0.003
H 2.45 -1.43 -2.97 0.005
H 2.20 -0.81 -1.34 -0.064
O -3.32 -2.19 -0.12 -0.002
C -2.30 -2.30 -0.64 -0.003
```

Computed properties:
spin multiplicity	5
charge	+1
LUMO (spin up / spin down)	-1.9000 / -4.7815	eV
orbital gap (spin up / spin down)	7.71 / 6.15	eV
expectation value of S²	6.021
ΔE to the lowest compared entry with this formula, charge and spin	0.0	kJ/mol

***

Please write out number 7 again, unchanged.
This record from the Open Molecules 2025 dataset describes the molecule C7H8Cl2O in a non-equilibrium geometry. The level of theory is the ωB97M-V functional and the def2-TZVPD basis.

```
18
Properties=species:S:1:pos:R:3:lowdin_charge:R:1
C -0.97 -2.11 -1.14 -0.099
C -0.72 -0.68 -0.89 -0.401
C -1.34 -0.25 0.34 -0.106
C -0.89 0.71 1.14 -0.109
C 0.34 1.50 1.15 -0.131
C 1.63 1.21 1.21 -0.793
O 2.54 2.06 1.63 -0.036
Cl 2.32 -0.39 0.98 0.700
C -0.07 0.11 -1.79 -0.593
Cl 0.61 -0.41 -3.19 0.713
H -0.54 -2.46 -2.13 0.061
H -2.06 -2.37 -0.97 0.101
H -0.51 -2.78 -0.35 0.103
H -2.34 -0.58 0.51 0.101
H -1.71 1.05 1.84 0.124
H 0.29 2.68 1.34 0.173
H 3.39 1.60 1.97 0.142
H 0.04 1.13 -1.67 0.050
```

Computed properties:
LUMO	0.5255	eV
orbital gap	8.58	eV
SMILES	CC(/C=C\C=C(\O)Cl)=C\Cl
ΔE to the lowest compared entry with this formula, charge and spin	238.9	kJ/mol

***

Among the records above, which one has the highest ΔE to the lowest compared entry with this formula, charge and spin?
C4H11N2O